This record from OMol25 describes 5 unconnected molecules or ions with the total composition C30H54N2O19P4 at a distorted geometry. The level of theory is the ωB97M-V functional and the def2-TZVPD basis.

Geometry as XYZ:
```
109
Properties=species:S:1:pos:R:3
O 0.03 1.50 -1.74
C 0.47 2.27 -2.75
C 0.74 1.84 -4.30
C 0.96 0.38 -5.03
C 1.22 0.39 -6.68
C 1.28 1.75 -7.60
C 1.04 3.23 -6.86
C 0.76 3.18 -5.25
C 0.45 4.34 -4.13
O -0.09 5.51 -4.49
N 0.82 3.77 -2.76
C 2.27 4.09 -2.34
C 2.78 5.52 -3.02
C 4.13 6.13 -2.31
N 5.12 5.05 -1.93
C 5.70 4.36 -3.18
C 6.67 3.10 -2.68
C 7.33 3.16 -1.17
C 8.29 1.94 -0.65
C 8.53 0.66 -1.66
C 7.84 0.56 -3.17
C 6.91 1.81 -3.72
O 6.32 1.78 -5.07
H 0.91 -0.59 -4.37
H 1.36 -0.64 -7.25
H 1.49 1.76 -8.76
H 1.05 4.26 -7.43
H 2.38 4.25 -1.17
H 3.02 3.22 -2.67
H 1.95 6.37 -2.95
H 3.06 5.37 -4.17
H 4.62 6.87 -3.11
H 3.80 6.83 -1.41
H 5.92 5.56 -1.46
H 6.31 5.19 -3.78
H 4.89 3.89 -3.87
H 7.15 4.06 -0.43
H 8.76 2.00 0.43
H 9.23 -0.21 -1.25
H 8.03 -0.37 -3.87
H 5.93 0.85 -5.17
C -1.47 -7.72 -3.51
O -1.27 -6.42 -2.98
P -0.61 -5.31 -4.12
O 0.78 -5.91 -3.92
O -0.83 -4.07 -3.05
C -0.58 -4.27 -1.67
O 0.05 -4.19 -5.27
C -0.76 -3.08 -5.58
H -2.11 -8.28 -2.83
H -1.94 -7.67 -4.49
H -0.51 -8.24 -3.59
H 0.24 -4.97 -1.50
H -1.49 -4.63 -1.19
H -0.32 -3.31 -1.22
H -0.61 -2.28 -4.85
H -1.81 -3.35 -5.61
H -0.47 -2.69 -6.57
C -4.57 -3.59 -1.21
O -5.49 -4.51 -0.66
P -5.02 -5.13 0.89
O -4.03 -6.08 0.21
O -6.48 -5.88 1.04
C -7.09 -6.49 -0.08
O -4.54 -5.75 2.43
C -5.41 -5.45 3.51
H -5.05 -3.06 -2.03
H -4.26 -2.86 -0.45
H -3.70 -4.12 -1.59
H -6.36 -6.92 -0.76
H -7.71 -5.76 -0.60
H -7.75 -7.29 0.28
H -6.21 -6.19 3.56
H -5.83 -4.45 3.41
H -4.84 -5.50 4.45
C 1.37 2.87 3.30
O 1.57 4.17 3.83
P 2.23 5.29 2.68
O 3.62 4.68 2.89
O 2.01 6.52 3.76
C 2.26 6.32 5.14
O 2.89 6.40 1.54
C 2.08 7.52 1.22
H 0.73 2.31 3.98
H 0.90 2.93 2.32
H 2.33 2.35 3.22
H 3.08 5.62 5.31
H 1.35 5.96 5.62
H 2.52 7.28 5.59
H 2.23 8.31 1.96
H 1.03 7.24 1.20
H 2.37 7.90 0.24
C -3.82 -0.93 6.48
O -4.92 -1.37 7.26
P -4.58 -2.81 8.16
O -4.77 -3.66 6.89
O -6.03 -2.67 8.93
C -7.18 -2.24 8.23
O -4.24 -4.25 9.05
C -4.31 -4.14 10.46
H -4.02 0.10 6.16
H -2.90 -0.95 7.07
H -3.72 -1.56 5.59
H -7.18 -2.58 7.19
H -7.24 -1.15 8.27
H -8.07 -2.65 8.73
H -5.34 -4.27 10.79
H -3.94 -3.17 10.79
H -3.70 -4.93 10.91
```

SMILES	O=C1c2ccccc2C(=O)N1CCCNCc1ccccc1O.COP(=O)(OC)OC.COP(=O)(OC)OC.COP(=O)(OC)OC.COP(=O)(OC)OC
strongest force on any atom	10.43	eV/Å
molar mass	870.65	Da
lowest unoccupied orbital energy	-2.87	eV



This record from OMol25 describes a molecular structure, C30H54N2O4SSbSi3Ti at a distorted geometry. The level of theory is the ωB97M-V functional and the def2-TZVPD basis.

Geometry as XYZ:
```
96
Properties=species:S:1:pos:R:3
Ti 0.51 -0.22 0.35
C 1.31 -1.42 3.67
C 2.31 -0.49 3.04
O 2.32 -0.58 1.50
C 3.70 -0.35 0.97
C 4.56 -1.57 0.84
O 3.85 -2.67 1.40
C 4.67 -3.77 1.76
C 3.83 -5.07 1.64
O 2.45 -4.98 1.99
C 2.18 -5.07 3.41
C 2.16 -3.69 4.06
O 1.40 -2.77 3.24
H 0.32 -1.02 3.30
H 1.33 -1.28 4.79
H 3.35 -0.71 3.26
H 2.12 0.54 3.32
H 4.18 0.39 1.65
H 3.56 0.09 -0.03
H 5.57 -1.35 1.24
H 4.77 -1.86 -0.23
H 4.95 -3.61 2.80
H 5.57 -3.87 1.08
H 4.30 -5.88 2.24
H 3.88 -5.40 0.59
H 2.93 -5.65 3.93
H 1.18 -5.58 3.49
H 3.20 -3.35 4.14
H 1.71 -3.73 5.05
C -3.48 0.03 -2.17
Sb -1.32 0.26 -1.90
C -1.38 -0.84 0.55
C -2.16 -0.10 1.56
C -3.59 0.01 1.53
C -4.16 0.49 2.70
C -3.42 1.03 3.75
C -2.08 1.08 3.60
N -1.44 0.43 2.62
Si -1.99 -2.65 0.34
C -3.71 -2.81 -0.38
C -1.93 -3.37 2.06
C -0.98 -3.78 -0.69
C -0.45 2.38 -2.25
C 0.38 2.68 -1.01
C 1.20 3.82 -0.96
C 1.76 4.21 0.28
C 1.45 3.47 1.42
C 0.70 2.31 1.29
N 0.33 1.88 0.09
Si -1.91 3.64 -2.41
C -3.07 3.33 -0.95
C -1.33 5.40 -2.23
C -2.92 3.42 -3.97
Si 0.50 2.02 -3.91
C 0.56 3.62 -4.89
C -0.49 0.76 -4.94
C 2.27 1.39 -3.79
H -3.59 -0.97 -2.58
H -3.81 0.75 -2.92
H -4.03 0.11 -1.22
H -4.22 -0.24 0.68
H -5.25 0.45 2.83
H -3.89 1.55 4.57
H -1.46 1.61 4.29
H -4.46 -2.10 0.00
H -4.13 -3.83 -0.18
H -3.62 -2.77 -1.47
H -2.57 -2.73 2.71
H -0.94 -3.33 2.50
H -2.36 -4.38 2.08
H -0.05 -4.06 -0.14
H -0.75 -3.36 -1.73
H -1.57 -4.70 -0.81
H 1.34 4.34 -1.91
H 2.35 5.11 0.25
H 1.85 3.80 2.38
H 0.22 1.85 2.17
H -2.57 3.23 0.00
H -3.72 2.49 -1.16
H -3.74 4.19 -0.80
H -1.07 5.52 -1.17
H -2.17 6.08 -2.50
H -0.50 5.73 -2.87
H -2.95 2.44 -4.44
H -2.53 4.12 -4.78
H -3.98 3.71 -3.79
H -0.21 4.37 -4.56
H 0.32 3.37 -5.91
H 1.53 4.09 -4.89
H -1.46 1.22 -5.19
H -0.73 -0.26 -4.56
H 0.07 0.65 -5.86
H 2.50 0.55 -4.47
H 2.45 1.05 -2.75
H 2.99 2.19 -4.05
S 1.16 -1.02 -1.56
```

spin multiplicity	3
charge	-1
strongest force on any atom	4.29	eV/Å
molar mass	792.72	Da
⟨S²⟩	2.027
lowest unoccupied orbital energy (spin up / spin down)	2.23 / 2.22	eV



This record from OMol25 describes a molecular structure, C30H54N3O2S4SbSi3Ti. The level of theory is the ωB97M-V functional and the def2-TZVPD basis.

Geometry as XYZ:
```
98
Properties=species:S:1:pos:R:3
Ti -0.26 0.78 1.22
C 0.61 -2.94 1.14
C -0.85 -2.82 1.52
S -1.78 -1.61 0.55
C -2.15 -2.43 -1.04
C -1.06 -3.18 -1.78
S 0.26 -2.03 -2.18
C 1.66 -3.12 -2.52
C 2.88 -2.26 -2.89
S 2.97 -0.60 -2.16
C 3.72 -0.85 -0.54
C 3.05 -1.81 0.44
S 1.45 -1.34 1.20
H 0.73 -3.32 0.13
H 1.11 -3.61 1.84
H -0.96 -2.49 2.56
H -1.35 -3.79 1.43
H -2.53 -1.61 -1.66
H -2.99 -3.09 -0.82
H -1.50 -3.61 -2.68
H -0.68 -4.02 -1.18
H 1.43 -3.79 -3.35
H 1.86 -3.75 -1.65
H 2.86 -2.04 -3.96
H 3.81 -2.80 -2.69
H 3.81 0.15 -0.12
H 4.74 -1.22 -0.67
H 3.72 -1.99 1.28
H 2.86 -2.76 -0.04
C 1.05 4.22 4.51
Sb 1.36 3.31 2.59
C 0.57 1.19 2.99
C -0.76 0.95 3.61
C -1.15 1.15 4.94
C -2.43 0.82 5.32
C -3.33 0.31 4.38
C -2.90 0.12 3.09
N -1.64 0.41 2.73
Si 1.98 0.34 4.02
C 2.21 1.14 5.70
C 1.46 -1.42 4.43
C 3.57 0.51 3.06
C -0.16 4.47 1.47
C -0.95 3.73 0.46
C -1.46 4.38 -0.69
C -2.44 3.82 -1.46
C -2.98 2.58 -1.10
C -2.39 1.93 -0.06
N -1.36 2.45 0.68
Si -1.59 5.30 2.53
C -2.94 5.94 1.40
C -1.03 6.74 3.58
C -2.41 4.00 3.60
Si 1.01 5.83 0.68
C 0.12 7.40 0.17
C 1.88 5.04 -0.77
C 2.31 6.35 1.93
H 1.98 4.15 5.06
H 0.24 3.81 5.10
H 0.86 5.28 4.32
H -0.44 1.56 5.64
H -2.74 0.96 6.34
H -4.34 0.05 4.65
H -3.54 -0.29 2.32
H 1.44 0.82 6.41
H 2.27 2.22 5.72
H 3.16 0.76 6.09
H 0.38 -1.57 4.35
H 1.73 -1.63 5.47
H 1.95 -2.16 3.80
H 3.41 0.65 1.99
H 4.19 -0.38 3.20
H 4.14 1.37 3.42
H -1.09 5.36 -0.92
H -2.82 4.35 -2.32
H -3.79 2.12 -1.64
H -2.70 0.93 0.21
H -2.60 6.61 0.62
H -3.63 6.50 2.04
H -3.52 5.14 0.94
H -0.14 7.26 3.21
H -0.84 6.46 4.62
H -1.84 7.47 3.59
H -2.68 3.11 3.02
H -3.34 4.42 4.00
H -1.80 3.70 4.44
H -0.53 7.31 -0.70
H 0.90 8.12 -0.10
H -0.46 7.85 0.98
H 1.21 4.72 -1.57
H 2.45 4.17 -0.45
H 2.59 5.76 -1.19
H 1.92 6.75 2.86
H 2.86 7.17 1.45
H 3.06 5.59 2.15
O -0.09 0.63 -0.89
N 0.91 1.37 -0.99
O 1.35 1.65 0.18
```

charge	+2
strongest force on any atom	0.87	eV/Å
ΔE to the lowest compared entry with this formula, charge and spin	0.611	eV
molar mass	870.93	Da
lowest unoccupied orbital energy	-6.94	eV



This record from OMol25 describes a molecular structure, C30H54P2V at a distorted geometry. The level of theory is the ωB97M-V functional and the def2-TZVPD basis.

Geometry as XYZ:
```
87
Properties=species:S:1:pos:R:3
V 0.36 -0.15 0.44
C 1.05 -1.71 1.67
C 2.14 -0.90 1.17
C 0.75 0.44 2.45
C 0.25 -0.88 2.50
C 1.93 0.45 1.65
C 0.92 -3.18 1.47
H 1.43 -3.50 0.56
H -0.13 -3.49 1.43
H 1.39 -3.72 2.31
C -0.82 -1.39 3.41
H -0.80 -2.49 3.49
H -1.81 -1.09 3.03
H -0.72 -0.97 4.42
C 0.23 1.61 3.24
H 0.59 1.58 4.28
H -0.87 1.59 3.25
H 0.55 2.57 2.80
C 2.89 1.57 1.45
H 3.74 1.49 2.14
H 2.41 2.54 1.63
H 3.29 1.56 0.42
C 3.33 -1.40 0.48
H 4.02 -1.90 1.16
H 3.85 -0.58 -0.01
H 3.04 -2.12 -0.30
C 1.34 -0.79 -3.15
C 2.07 -1.68 -2.47
C 3.47 -2.06 -2.87
C 4.61 -1.02 -2.59
C 4.17 0.34 -2.10
C 3.42 1.16 -2.83
C 3.03 0.85 -4.26
C 1.84 -0.14 -4.42
H 3.53 -2.33 -3.94
H 5.21 -0.95 -3.51
H 3.74 -2.98 -2.32
H 2.15 -0.90 -5.16
H 0.27 -0.62 -2.95
H 1.61 -2.33 -1.72
H 1.02 0.41 -4.90
H 2.76 1.79 -4.76
H 3.22 2.19 -2.52
H 3.89 0.44 -4.82
H 5.28 -1.46 -1.83
H 4.71 0.71 -1.22
P -1.62 -1.70 -0.68
C -2.78 -2.49 0.48
H -3.56 -2.99 -0.10
H -3.22 -1.72 1.12
H -2.27 -3.22 1.11
C -2.70 -0.77 -1.79
H -3.60 -1.37 -1.99
H -2.19 -0.55 -2.73
H -3.00 0.17 -1.31
C -0.99 -3.08 -1.68
H -0.39 -2.71 -2.51
H -1.84 -3.65 -2.06
H -0.36 -3.74 -1.06
P -0.29 2.18 -0.77
C 1.07 3.38 -0.64
H 0.86 4.22 -1.32
H 2.02 2.91 -0.91
H 1.13 3.76 0.39
C -0.52 1.98 -2.56
H 0.41 1.60 -3.02
H -0.78 2.94 -3.00
H -1.32 1.26 -2.76
C -1.74 3.13 -0.23
H -1.73 4.12 -0.68
H -1.73 3.21 0.86
H -2.66 2.59 -0.51
C -4.78 2.01 2.11
C -3.87 0.91 2.66
C -3.35 1.33 4.05
C -4.68 -0.39 2.83
C -2.74 0.67 1.74
C -1.75 0.45 1.03
H -5.61 2.19 2.81
H -5.20 1.71 1.15
H -4.22 2.94 1.99
H -4.19 1.42 4.74
H -2.66 0.58 4.46
H -2.84 2.29 3.99
H -5.13 -0.68 1.88
H -4.05 -1.20 3.20
H -5.48 -0.23 3.55
```

spin multiplicity	3
charge	+1
strongest force on any atom	7.80	eV/Å
ΔE to the lowest compared entry with this formula, charge and spin	0.000	eV
molar mass	527.65	Da
⟨S²⟩	2.040
lowest unoccupied orbital energy (spin up / spin down)	-3.07 / -2.50	eV



This record from OMol25 describes a molecular structure, C30H55BCdN6S3SbSeSi at a distorted geometry. The level of theory is the ωB97M-V functional and the def2-TZVPD basis.

Geometry as XYZ:
```
99
Properties=species:S:1:pos:R:3
Cd -0.55 -2.72 -0.12
C -1.45 -1.52 -3.87
C -0.01 -1.83 -4.08
C 0.57 -1.49 -5.45
C 0.81 -1.15 -3.00
C 1.95 -0.35 -3.12
C 2.38 -0.04 -1.88
C 3.65 0.76 -1.58
C 4.51 0.26 -0.45
C 3.48 2.30 -1.54
N 1.49 -0.57 -1.03
N 0.55 -1.32 -1.71
B 1.32 -0.09 0.42
N 1.75 -1.19 1.43
N 1.47 -2.51 1.12
C 1.73 -3.23 2.22
C 2.05 -2.39 3.30
C 2.04 -1.10 2.74
C 2.39 0.18 3.44
C 1.17 0.63 4.27
C 3.68 0.03 4.29
C 1.44 -4.71 2.35
C 1.42 -5.11 3.84
C 2.46 -5.64 1.56
N -0.16 0.28 0.71
N -1.23 -0.55 0.33
C -2.31 0.15 0.58
C -2.02 1.44 1.07
C -0.65 1.46 1.17
C 0.21 2.63 1.54
C -0.40 3.40 2.69
C 0.32 3.49 0.31
C -3.69 -0.33 0.32
C -4.27 -0.74 1.66
C -3.78 -1.43 -0.76
H -2.12 -2.06 -4.56
H -1.74 -1.88 -2.82
H -1.67 -0.46 -3.89
H 0.13 -2.91 -3.99
H 0.55 -0.42 -5.60
H 1.61 -1.79 -5.56
H -0.01 -1.94 -6.27
H 2.38 -0.03 -4.02
H 4.15 0.49 -2.54
H 4.26 0.69 0.52
H 4.47 -0.83 -0.32
H 5.54 0.42 -0.75
H 3.17 2.67 -0.56
H 4.40 2.76 -1.78
H 2.72 2.71 -2.24
H 2.07 0.83 0.58
H 2.35 -2.61 4.30
H 2.60 0.93 2.66
H 0.98 -0.15 5.06
H 1.34 1.59 4.71
H 0.26 0.70 3.72
H 3.51 -0.77 5.02
H 4.55 -0.20 3.67
H 3.89 0.97 4.78
H 0.44 -4.92 1.94
H 2.43 -5.02 4.31
H 0.78 -4.45 4.37
H 1.07 -6.16 3.95
H 3.29 -5.90 2.25
H 2.00 -6.58 1.22
H 2.99 -5.20 0.69
H -2.75 2.19 1.27
H 1.19 2.29 1.83
H -1.38 3.85 2.42
H -0.49 2.77 3.57
H 0.24 4.25 2.92
H -0.64 3.84 -0.01
H 0.92 4.37 0.53
H 0.77 2.99 -0.52
H -4.15 0.56 -0.04
H -3.63 -1.45 2.13
H -4.37 0.13 2.30
H -5.24 -1.21 1.46
H -3.20 -2.32 -0.44
H -4.81 -1.71 -0.90
H -3.39 -1.05 -1.70
S -4.87 -4.90 0.86
Sb -2.65 -4.92 1.48
S -1.82 -3.11 2.64
S -1.39 -4.92 -0.58
C -3.79 3.34 -1.63
Si -2.63 3.94 -3.04
C -3.72 4.29 -4.55
C -2.19 5.66 -2.46
Se -0.84 2.71 -3.51
H -4.69 3.97 -1.56
H -3.22 3.31 -0.73
H -4.11 2.34 -1.92
H -4.61 4.84 -4.22
H -3.99 3.42 -5.13
H -3.10 4.88 -5.22
H -2.95 6.39 -2.51
H -1.32 6.20 -2.99
H -1.89 5.60 -1.38
```

spin multiplicity	2
charge	-2
strongest force on any atom	2.83	eV/Å
ΔE to the lowest compared entry with this formula, charge and spin	1.018	eV
molar mass	948.04	Da
⟨S²⟩	0.763
lowest unoccupied orbital energy (spin up / spin down)	3.99 / 3.24	eV



- Among the records above, which one has the highest molar mass?
  C30H55BCdN6S3SbSeSi



- Which of these has the highest molar mass?
  C30H55BCdN6S3SbSeSi



- What is the formula in the third record?
  C30H54N3O2S4SbSi3Ti



- Look up the strongest force on any atom of the fifth one.
  2.83 eV/Å